No. 1
{"formula": "C3H4N2OS", "method": "ωB97M-V/def2-TZVPD", "e_homo_ev": -9.43, "orbital_gap_ev": 9.9, "e_tot_ev": -19035.5520, "species": ["C", "N", "N", "C", "S", "C", "O", "H", "H", "H", "H"], "coordinates": [[1.521456, 0.297951, -0.391813], [1.274207, -0.908957, -0.526840], [0.457873, -1.511360, 0.345055], [-0.705935, -1.110768, 0.501025], [-1.478255, 0.103076, -0.383285], [-0.241545, 1.462105, 0.197360], [1.024664, 1.011275, 0.654913], [2.003057, 0.674698, -1.270874], [-1.299127, -1.644944, 1.186667], [-0.052961, 2.214584, -0.639003], [-0.764605, 2.062742, 1.049537]], "atomic_forces_ev_per_a": [[0.4, -0.2, -0.3], [-0.4, -1.7, -1.1], [2.3, -1.1, 1.2], [-1.0, -0.9, 0.2], [0.4, 2.7, -0.5], [-1.3, 2.7, 0.6], [-1.0, 0.4, -0.5], [0.7, 1.3, 0.2], [-0.7, -0.7, 0.8], [-0.6, -1.1, 0.7], [1.1, -1.3, -1.3]]}


No. 2
{"formula": "C12H14MnN2PS", "method": "ωB97M-V/def2-TZVPD", "e_homo_ev": [-6.52, -5.16], "orbital_gap_ev": [6.7, 5.3], "s2": 6.179, "e_tot_ev": -67092.6279, "spin_multiplicity": 5, "species": ["C", "C", "C", "C", "C", "Mn", "P", "H", "H", "H", "H", "H", "H", "H", "H", "N", "C", "N", "C", "C", "C", "C", "C", "C", "S", "H", "H", "H", "H", "H", "H"], "coordinates": [[-0.341594, 0.517550, -1.553769], [-0.911048, 1.833820, -1.438836], [-0.058312, 2.630930, -0.621648], [1.100889, 1.881705, -0.290748], [0.951473, 0.544767, -0.815932], [-0.507472, -0.708647, 0.457465], [-0.597337, -3.067613, 0.241441], [-0.604127, -0.264665, -2.268237], [-1.851235, 2.160439, -1.905494], [-0.276180, 3.654699, -0.282485], [1.744375, -0.200412, -0.958653], [1.979948, 2.250685, 0.246811], [0.487004, -3.776470, -0.401181], [-1.776977, -3.395051, -0.510724], [-0.767909, -3.741859, 1.497599], [2.452612, -1.797194, 1.521568], [1.785753, -1.029218, 2.408327], [0.683061, -0.343989, 2.122632], [0.332823, 0.524840, 3.175824], [-0.694915, 1.475537, 3.167050], [-0.996814, 2.109805, 4.377789], [-0.309032, 1.787198, 5.558268], [0.728686, 0.849072, 5.544240], [1.081654, 0.280526, 4.325835], [2.378506, -0.885250, 4.017353], [3.226806, -2.360471, 1.876825], [2.180872, -1.849913, 0.547780], [-1.222997, 1.711377, 2.232713], [-1.770012, 2.880652, 4.406822], [-0.599125, 2.249896, 6.497645], [1.273723, 0.533854, 6.438020]], "atomic_forces_ev_per_a": [[1.2, 0.7, 0.7], [0.2, -0.6, 0.7], [0.1, -0.4, -0.3], [-0.5, -1.0, -0.4], [-0.9, 1.3, -1.1], [0.2, 0.1, -0.7], [-0.4, 1.3, 0.2], [0.0, 0.3, 0.1], [0.5, -0.2, 0.4], [0.2, -0.6, -0.3], [-0.3, 0.4, 0.1], [-0.5, -0.2, -0.1], [-0.8, -0.4, 0.3], [0.8, -0.6, 0.3], [0.2, -0.3, -0.8], [0.5, -0.5, 0.6], [-1.3, 0.6, -1.0], [1.2, 0.0, 0.8], [0.2, -0.9, -0.3], [0.0, 0.0, 0.3], [0.2, 0.0, -0.3], [0.2, -0.4, -0.1], [0.1, 0.2, 0.0], [-0.1, 0.1, 0.7], [-0.5, 0.6, 0.5], [-0.5, 0.3, -0.5], [-0.1, 0.1, 0.3], [0.2, -0.1, 0.4], [0.2, -0.3, 0.0], [0.1, 0.0, -0.2], [-0.3, 0.4, -0.1]]}


No. 3
{"formula": "C54H120BCaCl2F4N6O4S", "method": "ωB97M-V/def2-TZVPD", "e_homo_ev": -13.30, "orbital_gap_ev": 8.2, "e_tot_ev": -140929.6331, "charge": 3, "species": ["Ca", "S", "O", "O", "O", "O", "C", "C", "C", "N", "C", "C", "C", "C", "C", "C", "H", "H", "H", "H", "H", "H", "H", "H", "H", "H", "H", "H", "H", "H", "H", "H", "H", "H", "H", "H", "C", "C", "C", "N", "C", "C", "C", "C", "C", "C", "H", "H", "H", "H", "H", "H", "H", "H", "H", "H", "H", "H", "H", "H", "H", "H", "H", "H", "H", "H", "C", "C", "C", "N", "C", "C", "C", "C", "C", "C", "H", "H", "H", "H", "H", "H", "H", "H", "H", "H", "H", "H", "H", "H", "H", "H", "H", "H", "H", "H", "C", "C", "C", "N", "C", "C", "C", "C", "C", "C", "H", "H", "H", "H", "H", "H", "H", "H", "H", "H", "H", "H", "H", "H", "H", "H", "H", "H", "H", "H", "C", "C", "C", "N", "C", "C", "C", "C", "C", "C", "H", "H", "H", "H", "H", "H", "H", "H", "H", "H", "H", "H", "H", "H", "H", "H", "H", "H", "H", "H", "C", "C", "C", "N", "C", "C", "C", "C", "C", "C", "H", "H", "H", "H", "H", "H", "H", "H", "H", "H", "H", "H", "H", "H", "H", "H", "H", "H", "H", "H", "Cl", "Cl", "B", "F", "F", "F", "F"], "coordinates": [[-0.925173, -0.910586, -0.000650], [0.918347, -2.376060, -1.569034], [0.603297, -2.547698, -2.969306], [-0.135052, -2.862789, -0.693352], [2.223768, -2.928348, -1.196276], [0.896109, -0.953876, -1.308706], [3.875581, -4.932085, 2.186260], [2.500903, -4.283713, 2.439486], [1.613444, -5.204729, 3.259822], [0.222598, -4.722993, 3.531026], [-0.546830, -4.289582, 2.262430], [-0.874753, -5.499983, 1.412282], [-1.550166, -6.643623, 2.264578], [-0.783079, -6.995150, 3.640801], [-0.483616, -5.759909, 4.372076], [0.289061, -3.424750, 4.387839], [4.557914, -4.228028, 1.709987], [3.795008, -5.689261, 1.406338], [4.221182, -5.282546, 3.158803], [2.008033, -4.283648, 1.467282], [2.687983, -3.264256, 2.776835], [2.060267, -5.455335, 4.221919], [1.461337, -6.138932, 2.719254], [0.085955, -3.567137, 1.746921], [-1.436883, -3.758886, 2.600461], [0.043318, -5.898644, 0.980643], [-1.316517, -5.051502, 0.522437], [-1.755295, -7.510297, 1.636167], [-2.605549, -6.435976, 2.441126], [0.079602, -7.619849, 3.409221], [-1.489421, -7.589003, 4.220911], [0.090713, -6.051855, 5.251296], [-1.420323, -5.286532, 4.666353], [-0.763430, -3.201276, 4.562194], [0.683414, -2.578679, 3.825032], [0.869553, -3.694112, 5.270200], [-3.676790, 1.703861, -5.944839], [-4.245332, 0.300615, -5.706385], [-3.227419, -0.485807, -4.810165], [-3.766889, -1.808744, -4.166747], [-4.381937, -2.760357, -5.215888], [-4.669443, -4.090966, -4.631303], [-3.451977, -4.736118, -4.057130], [-2.861507, -3.781450, -2.979989], [-2.532606, -2.429561, -3.596903], [-4.764482, -1.301488, -3.028224], [-3.843722, 2.485582, -5.203795], [-4.087491, 2.206917, -6.820259], [-2.596814, 1.681821, -6.090642], [-4.511124, -0.252742, -6.607072], [-5.147402, 0.567672, -5.155877], [-2.815152, 0.161957, -4.036516], [-2.354298, -0.799546, -5.382300], [-3.643908, -2.765553, -6.018000], [-5.354809, -2.373535, -5.519167], [-5.260412, -4.606394, -5.388383], [-5.524669, -4.127232, -3.956493], [-2.785780, -4.990942, -4.881348], [-3.724944, -5.664503, -3.555454], [-1.949187, -4.188745, -2.544234], [-3.561909, -3.706629, -2.148163], [-1.778235, -2.644382, -4.353781], [-2.058927, -1.711565, -2.927420], [-5.547306, -0.698711, -3.488600], [-4.215313, -0.611690, -2.387371], [-5.095762, -2.232372, -2.567980], [2.614736, 2.591875, -0.924816], [3.173898, 1.832776, 0.221018], [4.074625, 0.721520, -0.375287], [4.750708, -0.148431, 0.728093], [5.747913, 0.799528, 1.403953], [6.731935, 0.096748, 2.306875], [7.455279, -1.156350, 1.641812], [6.512762, -2.147178, 0.881659], [5.475844, -1.418084, -0.013124], [3.690328, -0.771008, 1.674255], [1.874424, 1.994836, -1.457332], [3.415544, 2.941489, -1.576422], [2.040067, 3.480131, -0.662390], [2.299775, 1.327819, 0.632133], [3.692694, 2.405779, 0.989537], [4.813517, 1.008729, -1.123385], [3.491952, -0.011773, -0.932851], [6.267787, 1.138739, 0.507980], [5.267269, 1.636929, 1.909761], [7.525459, 0.778753, 2.612303], [6.336161, -0.295388, 3.243739], [8.057065, -0.769674, 0.819365], [8.156175, -1.655435, 2.310958], [7.125053, -2.933167, 0.439594], [5.940121, -2.699082, 1.627019], [5.926711, -1.036032, -0.929016], [4.710365, -2.143311, -0.289139], [4.238867, -1.403719, 2.372015], [2.972310, -1.407854, 1.157538], [3.262385, 0.140408, 2.091706], [4.092751, -2.104370, -7.525366], [3.799034, -0.720530, -6.893650], [2.318250, -0.639215, -6.270956], [2.008227, 0.499473, -5.283972], [0.446083, 0.626962, -5.169453], [0.061434, 1.827616, -4.304897], [0.621962, 3.147104, -4.850647], [2.164006, 3.055718, -4.922348], [2.478627, 1.850208, -5.890374], [2.704707, 0.153248, -3.949683], [4.053723, -2.968062, -6.861592], [5.047599, -2.049379, -8.048196], [3.440599, -2.248541, -8.386778], [3.881964, 0.050889, -7.659244], [4.529013, -0.467379, -6.124787], [2.208181, -1.521961, -5.641076], [1.578912, -0.682658, -7.070708], [-0.026873, 0.690379, -6.149452], [0.070053, -0.324196, -4.792626], [-1.025594, 1.755138, -4.340038], [0.408487, 1.588378, -3.299697], [0.125972, 3.274637, -5.812853], [0.306318, 4.013462, -4.269361], [2.690601, 3.919036, -5.329147], [2.561041, 2.999744, -3.908767], [1.914371, 2.032224, -6.805023], [3.559293, 1.742779, -5.983714], [2.648233, 1.022576, -3.294572], [3.767931, -0.035825, -4.097733], [2.182244, -0.655390, -3.438591], [-7.165989, -2.439368, 3.226892], [-5.761322, -1.914354, 3.175951], [-5.444828, -1.145694, 4.543736], [-4.208997, -0.113043, 4.528168], [-4.267749, 0.761235, 3.260262], [-3.278787, 1.990350, 3.284715], [-3.414312, 2.792657, 4.558812], [-3.212073, 1.913965, 5.863730], [-4.214416, 0.770492, 5.846639], [-2.872205, -0.922443, 4.544227], [-7.189468, -3.181998, 2.429371], [-7.920471, -1.708625, 2.935565], [-7.537927, -2.762285, 4.199258], [-5.773132, -1.171701, 2.378186], [-5.011677, -2.673797, 2.953736], [-5.130523, -1.909791, 5.254701], [-6.324222, -0.574928, 4.842024], [-5.294328, 1.123115, 3.317542], [-4.172961, 0.144968, 2.366206], [-3.379424, 2.595120, 2.383479], [-2.257980, 1.613432, 3.221670], [-4.330527, 3.382842, 4.540762], [-2.596239, 3.512950, 4.552807], [-3.456765, 2.584621, 6.687421], [-2.194944, 1.541268, 5.984784], [-5.245206, 1.105636, 5.961755], [-3.902947, 0.158638, 6.693228], [-2.756929, -1.487748, 5.469022], [-2.004188, -0.268422, 4.461052], [-2.931968, -1.563700, 3.664848], [-0.374993, 9.432638, 3.528995], [0.403718, 8.591586, 2.436148], [0.938340, 7.310870, 3.078741], [1.613420, 6.350007, 2.049511], [2.357130, 5.156935, 2.779632], [1.486950, 4.163318, 3.519002], [0.388960, 3.687400, 2.631528], [-0.427438, 4.824632, 1.920745], [0.514086, 5.748957, 1.181119], [2.588598, 7.112794, 1.110811], [-1.004671, 10.230583, 3.135438], [0.308323, 9.988381, 4.171121], [-0.946470, 8.715673, 4.118462], [1.234873, 9.167403, 2.029086], [-0.236732, 8.385658, 1.578516], [0.235894, 6.650805, 3.587637], [1.677034, 7.624696, 3.816264], [3.120563, 5.590275, 3.425760], [2.850687, 4.659495, 1.944735], [1.102243, 4.436739, 4.501521], [2.056164, 3.261521, 3.744549], [-0.403989, 3.227782, 3.221531], [0.750122, 3.093832, 1.791691], [-1.113861, 5.356469, 2.579586], [-1.112658, 4.461301, 1.154860], [-0.125046, 6.498727, 0.714797], [1.062031, 5.175907, 0.433143], [3.313618, 7.654265, 1.718472], [2.145744, 7.894535, 0.493669], [3.156538, 6.389778, 0.525316], [-3.282423, -2.055322, 0.383674], [-0.029829, -0.056333, 2.383888], [-1.921935, 1.413117, -1.020381], [-2.636461, 1.119558, 0.074787], [-1.852277, 0.333274, -1.871547], [-2.446096, 2.465231, -1.750499], [-0.662287, 1.634715, -0.607335]], "atomic_forces_ev_per_a": [[-0.6, 0.5, 0.5], [2.5, -1.6, -1.3], [-0.3, -0.7, -1.4], [-2.0, -2.2, 1.5], [0.2, -0.1, 0.2], [0.8, 4.5, 0.7], [-0.7, 0.2, -0.1], [0.0, -0.6, -1.4], [0.2, 0.0, 0.0], [0.5, 2.3, 1.0], [0.4, -0.9, 0.5], [0.6, -0.4, 0.7], [-0.2, 0.3, -0.4], [-1.7, -0.7, -3.2], [-0.3, 0.7, 0.1], [-0.4, -1.3, -0.7], [0.0, 0.2, 0.5], [0.0, -0.5, 0.5], [0.7, -0.3, -0.4], [0.1, 0.8, -0.2], [-0.6, -0.1, 0.4], [-0.1, 0.0, 0.2], [0.4, 0.0, -0.1], [0.0, -0.1, 0.0], [-0.1, -0.2, 0.1], [0.3, -0.1, 0.2], [-1.0, -0.5, 0.1], [1.0, -0.4, 0.0], [0.0, 0.8, 0.7], [0.1, 0.1, 0.2], [0.2, -0.1, 0.1], [0.3, 0.8, 0.1], [0.0, 0.0, 0.2], [0.2, 0.1, 0.6], [0.3, -0.3, -0.1], [-0.2, 0.4, 0.1], [0.7, 0.6, -1.1], [0.5, 0.5, 1.5], [-1.1, -0.5, -0.9], [0.0, 2.9, -0.1], [-0.5, 1.6, 1.1], [-1.3, -0.8, -0.2], [0.0, -0.3, 0.8], [0.2, -0.5, -0.4], [0.0, -1.0, 1.0], [1.1, -1.1, -1.5], [-0.2, -0.7, 0.8], [-0.1, -0.5, -0.3], [0.2, 0.0, -0.2], [0.2, 0.2, 0.0], [-0.3, -0.8, 0.1], [-0.4, -0.2, 0.4], [-0.1, -0.1, -0.4], [-0.2, -0.2, -0.1], [0.4, 0.6, -0.3], [0.9, -0.7, -0.8], [0.3, 0.9, 0.9], [0.5, 0.1, 0.2], [0.1, -0.1, -0.1], [0.1, 0.1, -0.1], [-0.1, 0.2, 0.0], [-0.3, 0.4, -0.5], [-0.3, -0.2, 0.2], [-0.1, -0.6, -0.2], [0.3, -0.6, 0.2], [-0.2, 0.6, 0.4], [-0.3, 1.3, -0.9], [0.1, -1.7, -0.2], [-0.5, -1.6, 0.9], [-0.1, -1.4, -1.2], [0.5, -1.5, -0.6], [1.1, -2.1, 0.2], [-0.7, 1.0, -1.6], [-0.5, 1.1, 2.1], [0.7, 0.5, 0.6], [1.3, 1.3, -0.5], [0.2, -0.2, -0.2], [-0.1, 0.0, -0.3], [0.1, 0.1, 0.4], [0.1, -0.1, 0.6], [-0.1, 0.2, -0.2], [0.5, 0.5, 0.6], [-0.7, 0.0, 0.1], [0.3, 0.5, 0.3], [-0.3, -0.3, -0.2], [-0.1, 0.2, -0.1], [-0.6, 0.4, 0.0], [0.5, 0.3, 0.1], [-0.4, 0.0, 0.2], [-0.2, 0.3, -0.8], [-0.1, -0.1, 0.2], [0.0, 0.3, 0.1], [-0.5, 0.5, 0.0], [-0.1, 0.4, 0.2], [0.0, 0.4, -0.5], [-0.5, -0.7, 0.6], [-0.2, 0.9, -0.6], [-1.4, 0.2, 0.6], [1.5, -0.8, 0.3], [-0.4, 0.3, -1.3], [1.0, -0.3, 0.6], [0.3, -0.9, -0.2], [-0.1, 0.0, 0.3], [-0.8, -0.8, -1.1], [0.4, 0.1, 2.6], [-0.7, 1.1, -0.3], [0.0, 0.2, 0.1], [0.3, -0.1, 0.5], [-0.5, -0.2, 0.3], [0.1, -0.1, -0.1], [0.1, -0.1, 0.1], [-0.3, -0.2, -0.2], [0.0, 0.4, 0.1], [0.7, 0.3, -0.5], [0.3, 0.0, 0.6], [-0.1, 0.6, 0.5], [-0.3, 0.3, 0.3], [0.5, 0.2, -0.4], [0.0, -0.2, 0.3], [-0.4, 0.2, -0.3], [0.1, -0.6, 0.0], [0.4, -0.4, -0.1], [-0.2, 0.1, -0.6], [-0.2, 0.0, -0.2], [-0.2, -0.2, -0.4], [-0.1, -0.2, -0.4], [-0.8, -0.2, -0.4], [0.7, 2.3, 1.3], [1.4, -0.1, -1.3], [1.3, -0.6, 0.7], [0.0, 1.1, 0.8], [-0.2, -1.7, 0.3], [1.2, -0.2, 0.5], [-1.3, 1.1, -2.1], [0.1, -0.6, -0.6], [-1.1, 0.5, -0.5], [-0.5, -0.5, 0.5], [0.3, 0.4, -0.1], [0.4, -0.7, -0.1], [0.5, -0.2, -0.2], [-0.1, 0.1, 0.1], [-0.3, 0.3, 0.4], [0.2, 0.0, 0.2], [-0.1, 0.2, -0.3], [0.3, -0.1, 0.2], [-0.5, -0.1, 0.0], [0.1, -0.3, -0.1], [-0.2, -0.2, 0.5], [0.0, 0.3, 0.1], [0.1, -0.4, 0.3], [0.0, 0.2, -0.2], [0.1, 0.1, 0.0], [-0.6, -0.7, -0.2], [-0.5, 0.0, 0.0], [-0.3, 0.2, -0.3], [0.2, -0.1, 0.0], [0.8, -0.5, -0.6], [-0.8, 0.5, 0.6], [0.9, -0.3, -0.6], [-0.3, 0.7, 0.1], [0.2, 1.1, -0.5], [-0.2, -0.2, 0.0], [-2.7, 1.0, -1.1], [0.9, -0.2, 0.4], [-0.2, -0.2, 0.1], [0.4, -0.4, 1.3], [-0.2, -0.5, -0.4], [0.2, -0.4, 0.2], [-0.2, 0.4, 0.1], [0.0, 0.1, 0.2], [-0.2, -0.1, 0.2], [-0.3, 0.5, -0.1], [0.3, -0.3, -0.1], [-0.1, 0.3, -0.2], [0.1, -0.1, 0.0], [0.1, 0.7, -0.1], [0.6, 0.2, 0.0], [0.5, -1.0, -0.1], [0.0, -0.6, 0.4], [0.3, 0.2, 0.3], [0.2, -0.6, -0.1], [0.8, 0.4, -0.1], [-0.1, 0.1, -0.2], [0.0, -0.2, 0.3], [-0.6, -0.6, 0.0], [-0.4, 0.0, -0.1], [-0.1, -0.1, 0.3], [0.2, -0.2, 0.2], [-1.0, 1.9, -1.6], [-1.7, -0.7, 1.9], [-0.2, -2.1, -1.2], [-0.2, 0.6, -0.1], [3.0, 0.8, 0.8]]}


No. 4
{"formula": "H10O5", "method": "ωB97M-V/def2-TZVPD", "e_homo_ev": -10.02, "orbital_gap_ev": 10.2, "e_tot_ev": -10397.7112, "species": ["O", "H", "H", "O", "H", "H", "O", "H", "H", "O", "H", "H", "O", "H", "H"], "coordinates": [[1.171921, -1.378762, -0.303575], [0.309833, -0.950827, -0.251938], [1.317760, -1.499112, -1.248687], [-3.759049, 0.391619, -0.663448], [-4.643910, 0.666250, -0.929135], [-3.533278, 0.992002, 0.055966], [-2.751356, -0.454684, 1.005166], [-2.736922, -1.320434, 0.581777], [-1.836017, -0.307157, 1.268569], [3.186569, -0.807138, 0.108067], [2.824544, -0.357306, -0.663671], [3.732090, -0.137285, 0.535493], [2.616573, 1.604708, 0.149884], [2.263277, 2.493211, 0.028501], [1.837963, 1.064914, 0.327026]], "atomic_forces_ev_per_a": [[-2.6, -0.3, -0.6], [-0.3, -0.2, -0.2], [-0.2, -0.2, 0.0], [-1.6, 1.3, -1.9], [0.0, 0.1, -0.3], [-0.1, -0.4, -0.2], [1.9, -1.0, 2.2], [-0.2, 0.2, -0.1], [0.0, -0.2, 0.3], [2.5, 0.2, 0.4], [0.5, 0.0, 0.5], [0.2, -0.1, -0.3], [-0.5, 0.9, -0.1], [0.1, 0.1, 0.0], [0.1, -0.2, 0.1]]}